14
Properties=species:S:1:pos:R:3:forces:R:3 method="wB97M-V/def2-TZVPD" e_lumo_ev=0.975 homo_lumo_gap_ev=9.8
C 1.0106 1.1473 0.4258 0.175 0.090 0.678
C 0.6123 0.0029 1.1011 0.328 0.322 0.215
C -1.1544 -0.9417 -0.1487 -0.045 -0.383 -0.310
O -2.0261 0.0883 -0.0880 0.120 0.184 -0.059
C -0.1735 -0.9584 -1.0978 -0.105 -0.094 0.197
O 0.0856 0.1659 -1.7213 0.099 0.076 -0.025
H 2.0668 1.2579 0.1851 -0.141 -0.083 -0.099
H 0.4937 2.0782 0.6447 -0.007 -0.094 -0.067
H 0.5661 0.8284 -0.8517 -0.207 -0.299 -0.503
H -0.2175 0.0346 1.7950 -0.011 -0.051 -0.079
H 1.3046 -0.8233 1.2329 -0.165 0.036 -0.076
H -1.4504 -1.8043 0.4382 0.132 0.091 -0.048
H -1.7459 0.6852 -0.8063 -0.121 0.044 0.130
H 0.4649 -1.8344 -1.2289 -0.052 0.161 0.045